Computed, not measured: a molecular structure, C13H11I2N4O2Se3TeV, with ωB97M-V/def2-TZVPD.

Atoms and positions in Å:
V 0.01 -0.04 0.13
Se 2.43 -0.25 -0.14
Se 3.44 0.61 1.80
Te 2.02 -0.48 3.53
Se -0.22 0.12 2.51
I -0.07 5.02 -0.28
C -1.62 3.66 -0.17
C -2.96 4.13 -0.12
C -4.02 3.27 -0.07
I -5.94 4.05 -0.03
C -3.79 1.87 -0.02
C -4.79 0.87 0.06
C -4.43 -0.44 0.13
C -3.06 -0.79 0.13
N -2.10 0.10 0.04
C -2.46 1.43 -0.06
C -1.36 2.33 -0.17
O -0.15 1.77 -0.26
H -3.13 5.20 -0.14
H -5.83 1.16 0.07
H -5.17 -1.22 0.19
H -2.75 -1.82 0.24
C 0.32 -5.76 0.22
N 0.18 -4.35 -0.10
C 0.24 -3.78 -1.44
C -0.02 -2.33 -1.11
O -0.07 -1.32 -1.82
N -0.17 -2.17 0.21
C -0.03 -3.37 0.79
N -0.13 -3.51 2.10
H -0.09 -6.35 -0.60
H -0.25 -6.00 1.11
H 1.37 -6.04 0.37
H -0.51 -4.20 -2.11
H 1.23 -3.88 -1.89
H -0.14 -2.64 2.62
H 0.21 -4.34 2.56

Computed properties:
net charge = 0
highest occupied orbital energy (alpha / beta) = -6.73 / -6.73 eV
molar mass = 924.5 g/mol
spin multiplicity = 1
calculated total energy = -9883.34377 Eh
Kohn-Sham gap (alpha / beta) = 6.27 / 6.27 eV
LUMO level (alpha / beta) = -0.5 / -0.5 eV


Computed, not measured: a molecular structure, C46H81IN3O15P2S, with ωB97M-V/def2-TZVPD.

Atoms and positions in Å:
C -3.98 -6.48 -4.55
C -4.45 -5.61 -3.45
C -4.99 -6.28 -2.23
N -4.30 -4.35 -3.62
N -4.86 -3.52 -2.66
C -6.09 -3.18 -2.54
C -7.09 -3.73 -3.50
C -7.83 -2.72 -4.40
O -8.74 -2.06 -4.03
C -7.35 -2.67 -5.81
C -8.32 -2.63 -6.81
C -7.92 -2.59 -8.14
C -6.57 -2.58 -8.46
C -5.61 -2.62 -7.46
C -5.99 -2.68 -6.12
C -6.30 -2.21 -1.39
C -6.82 -0.82 -1.85
C -6.20 -0.28 -3.13
C -7.11 0.78 -3.77
C -7.15 2.07 -2.97
C -5.84 2.84 -2.99
N -5.35 3.02 -4.35
P -7.74 -2.82 -0.34
O -8.11 -1.74 0.56
O -7.34 -4.19 0.40
O -8.94 -3.22 -1.31
C -4.88 -2.17 -0.65
I -4.00 -0.19 -0.44
P -4.66 -2.90 1.09
O -5.94 -2.71 1.99
O -4.52 -4.47 0.83
S -3.12 -2.11 1.95
C -3.97 -2.84 -1.71
C -2.65 -3.53 -1.34
C -1.41 -2.86 -1.90
C -0.62 -2.10 -1.04
C 0.54 -1.51 -1.53
C 0.89 -1.68 -2.87
C 0.10 -2.43 -3.73
C 0.50 -2.62 -5.17
C -1.06 -3.02 -3.24
H -4.66 -7.31 -4.72
H -3.91 -5.89 -5.45
H -2.97 -6.83 -4.34
H -5.91 -6.82 -2.46
H -4.24 -7.00 -1.91
H -5.16 -5.60 -1.40
H -6.60 -4.43 -4.17
H -7.81 -4.31 -2.95
H -9.37 -2.64 -6.58
H -8.66 -2.56 -8.93
H -6.25 -2.54 -9.49
H -4.56 -2.63 -7.69
H -5.27 -2.74 -5.32
H -6.73 -0.12 -1.03
H -7.89 -0.92 -2.03
H -6.03 -1.04 -3.88
H -5.25 0.21 -2.95
H -6.71 0.99 -4.76
H -8.12 0.40 -3.88
H -7.46 1.89 -1.94
H -7.91 2.72 -3.41
H -6.03 3.83 -2.58
H -5.10 2.38 -2.33
H -4.74 2.26 -4.63
H -4.78 3.86 -4.41
H -6.93 -4.82 -0.21
H -9.37 -4.02 -0.96
H -5.92 -1.82 2.37
H -4.81 -4.94 1.62
H -3.63 -1.99 -2.31
H -2.64 -4.55 -1.73
H -2.50 -3.62 -0.27
H -0.92 -2.00 -0.01
H 1.16 -0.95 -0.85
H 1.79 -1.22 -3.22
H 1.33 -1.96 -5.41
H -0.35 -2.40 -5.81
H 0.79 -3.65 -5.33
H -1.67 -3.62 -3.90
C -4.28 2.31 4.07
O -2.92 2.60 3.88
C -2.47 2.22 2.59
C -1.12 2.82 2.29
O -1.17 4.16 1.84
C -1.38 5.16 2.84
C -0.16 5.43 3.68
O -0.05 4.46 4.71
C 1.22 4.49 5.33
H -4.49 1.24 3.93
H -4.54 2.59 5.09
H -4.91 2.90 3.37
H -3.19 2.57 1.83
H -2.41 1.12 2.55
H -0.69 2.27 1.45
H -0.44 2.71 3.13
H -2.24 4.91 3.46
H -1.61 6.07 2.28
H -0.25 6.42 4.14
H 0.74 5.40 3.04
H 2.01 4.23 4.61
H 1.22 3.75 6.12
H 1.43 5.48 5.75
C 8.56 2.56 1.55
O 7.29 2.10 1.15
C 7.36 0.81 0.57
C 5.97 0.24 0.40
O 5.42 -0.35 1.57
C 4.94 0.55 2.56
C 3.63 1.20 2.19
O 3.87 2.30 1.33
C 2.72 2.78 0.70
H 9.25 2.60 0.70
H 8.44 3.57 1.94
H 8.98 1.93 2.34
H 7.96 0.14 1.21
H 7.84 0.88 -0.41
H 6.04 -0.59 -0.32
H 5.30 0.99 -0.02
H 5.69 1.30 2.81
H 4.77 -0.07 3.45
H 3.13 1.57 3.10
H 2.98 0.47 1.69
H 2.29 2.02 0.03
H 3.01 3.64 0.10
H 1.96 3.10 1.42
C 10.19 1.20 6.62
O 11.48 1.58 6.23
C 11.77 1.19 4.90
C 13.01 1.87 4.39
O 12.78 3.19 3.91
C 12.63 4.20 4.90
C 13.93 4.64 5.53
O 14.31 3.74 6.56
C 15.65 3.94 6.96
H 10.06 0.11 6.55
H 10.05 1.50 7.66
H 9.43 1.69 6.01
H 10.92 1.44 4.24
H 11.92 0.10 4.88
H 13.36 1.31 3.51
H 13.81 1.85 5.13
H 11.91 3.90 5.66
H 12.22 5.06 4.36
H 13.80 5.64 5.97
H 14.72 4.68 4.76
H 16.34 3.74 6.13
H 15.86 3.24 7.77
H 15.80 4.96 7.32

Computed properties:
net charge = +1
ΔE to the lowest compared entry with this formula, charge and spin = 0.0 kJ/mol
highest occupied orbital energy = -10.09 eV
molar mass = 1137.1 g/mol
spin multiplicity = 1
calculated total energy = -4472.54897 Eh
Kohn-Sham gap = 6.56 eV
LUMO level = -3.5 eV


Computed, not measured: a molecular structure, C45H35Cl2N5NiO2P2, with ωB97M-V/def2-TZVPD.

Atoms and positions in Å:
Ni 0.71 0.59 0.62
C 1.60 -3.30 -1.31
N 0.71 -2.21 -0.94
P 0.93 -0.69 -1.72
C 0.86 -1.31 -3.47
C 1.94 -1.66 -4.28
C 1.74 -2.14 -5.57
C 0.46 -2.31 -6.08
C -0.63 -1.97 -5.28
C -0.42 -1.46 -4.01
C 2.73 -0.33 -1.56
C 3.49 -0.81 -0.50
C 4.83 -0.46 -0.36
C 5.42 0.39 -1.29
C 4.67 0.90 -2.33
C 3.33 0.55 -2.47
P 0.32 -1.79 0.79
C 0.36 -3.55 1.42
C 1.13 -3.92 2.52
C 1.12 -5.23 2.99
C 0.34 -6.19 2.35
C -0.41 -5.83 1.24
C -0.40 -4.52 0.78
C -1.54 -1.84 0.69
C -2.31 -1.90 1.85
C -3.70 -1.89 1.79
C -4.35 -1.85 0.57
C -3.59 -1.83 -0.60
C -2.21 -1.83 -0.53
H 2.54 -2.95 -1.75
H 1.13 -3.97 -2.04
H 1.86 -3.91 -0.44
H 2.95 -1.56 -3.91
H 2.60 -2.39 -6.19
H 0.31 -2.69 -7.08
H -1.63 -2.09 -5.66
H -1.28 -1.16 -3.41
H 3.04 -1.46 0.24
H 5.40 -0.84 0.47
H 6.47 0.66 -1.18
H 5.12 1.58 -3.05
H 2.74 0.98 -3.26
H 1.72 -3.17 3.02
H 1.72 -5.50 3.85
H 0.33 -7.21 2.72
H -1.01 -6.58 0.73
H -0.99 -4.25 -0.09
H -1.81 -1.93 2.81
H -4.27 -1.89 2.71
H -5.43 -1.81 0.52
H -4.09 -1.80 -1.56
H -1.63 -1.80 -1.44
C 2.75 3.30 4.71
N 2.14 2.03 4.37
C 1.36 1.38 5.25
C 0.72 0.25 4.92
C 0.75 -0.19 3.53
O 0.08 -1.20 3.22
N 1.48 0.52 2.64
C 2.26 1.57 3.02
O 3.09 2.11 2.31
H 3.19 3.26 5.71
H 2.02 4.11 4.66
H 3.53 3.50 3.97
H 1.29 1.82 6.24
H 0.10 -0.30 5.62
Cl -0.20 3.65 2.41
C 0.36 4.34 0.91
C 0.26 5.71 0.80
C 0.65 6.38 -0.36
C 1.13 5.62 -1.42
C 1.23 4.25 -1.31
Cl 1.82 3.37 -2.69
C 0.90 3.47 -0.13
N 1.13 2.19 -0.13
H -0.14 6.27 1.64
H 0.57 7.46 -0.43
H 1.43 6.09 -2.35
N -8.45 3.42 -1.70
C -7.38 3.11 -1.38
C -6.07 2.75 -0.99
C -5.17 2.19 -1.92
C -3.90 1.85 -1.54
C -3.46 2.02 -0.21
C -4.37 2.60 0.71
C -5.64 2.95 0.33
C -2.19 1.58 0.19
C -1.14 1.05 0.54
H -5.50 2.04 -2.94
H -3.20 1.44 -2.25
H -4.03 2.75 1.73
H -6.32 3.39 1.04

Computed properties:
net charge = -2
ΔE to the lowest compared entry with this formula, charge and spin = 120.5 kJ/mol
highest occupied orbital energy (alpha / beta) = -0.35 / -0.36 eV
molar mass = 869.4 g/mol
spin multiplicity = 3
calculated total energy = -5271.44152 Eh
Kohn-Sham gap (alpha / beta) = 4.51 / 4.52 eV
LUMO level (alpha / beta) = 4.2 / 4.2 eV


Computed, not measured: a molecular structure, C43H108BeN7O14, with ωB97M-V/def2-TZVPD.

Atoms and positions in Å:
Be -19.84 -2.67 -18.09
C -15.62 -2.63 -19.52
C -16.57 -3.79 -19.78
C -16.04 -5.13 -19.07
O -17.87 -3.44 -19.55
H -15.64 -2.23 -18.50
H -15.87 -1.91 -20.30
H -14.53 -2.75 -19.53
H -16.26 -4.07 -20.80
H -15.01 -5.22 -19.44
H -16.57 -6.02 -19.41
H -15.95 -4.97 -18.00
C -13.70 1.06 -19.84
O -14.16 1.73 -18.69
C -14.58 0.98 -17.53
C -15.03 1.94 -16.42
N -14.25 2.05 -15.18
C -14.64 1.05 -14.19
C -14.38 1.58 -12.77
O -14.77 2.88 -12.56
C -16.15 3.15 -12.69
H -13.00 1.79 -20.24
H -14.57 0.96 -20.51
H -13.38 0.02 -19.85
H -13.84 0.27 -17.16
H -15.44 0.41 -17.92
H -16.11 2.02 -16.31
H -14.85 2.93 -16.85
H -14.19 3.00 -14.85
H -14.15 0.10 -14.44
H -15.69 0.78 -14.36
H -13.31 1.45 -12.56
H -14.62 0.85 -11.99
H -16.41 4.14 -12.31
H -16.80 2.52 -12.07
H -16.54 2.92 -13.69
C -19.99 -5.89 -16.74
O -20.59 -4.93 -17.65
C -21.69 -5.51 -18.34
C -22.36 -4.41 -19.11
N -21.34 -3.53 -19.76
C -21.87 -2.22 -20.16
C -20.69 -1.32 -20.49
O -19.74 -1.25 -19.44
C -18.65 -0.41 -19.70
H -20.51 -5.66 -15.80
H -18.93 -5.68 -16.66
H -20.20 -6.96 -16.87
H -22.35 -6.17 -17.77
H -21.14 -6.19 -18.99
H -23.16 -3.87 -18.59
H -22.88 -5.00 -19.87
H -21.01 -4.01 -20.59
H -22.27 -1.76 -19.26
H -22.56 -2.32 -21.00
H -21.01 -0.28 -20.65
H -20.31 -1.51 -21.50
H -18.48 -0.35 -20.77
H -17.77 -0.86 -19.24
H -18.78 0.61 -19.32
C -15.79 -7.77 -23.78
O -14.52 -7.62 -23.07
C -14.73 -7.18 -21.71
C -13.70 -7.89 -20.83
N -12.35 -7.52 -21.29
C -11.37 -8.07 -20.36
C -9.98 -7.70 -20.95
O -9.54 -8.56 -22.01
C -8.19 -8.23 -22.38
H -15.47 -7.73 -24.83
H -16.37 -6.87 -23.59
H -16.30 -8.72 -23.68
H -15.71 -7.49 -21.33
H -14.65 -6.09 -21.74
H -13.89 -8.97 -20.79
H -13.88 -7.53 -19.81
H -12.21 -8.08 -22.12
H -11.42 -9.16 -20.34
H -11.45 -7.58 -19.39
H -9.16 -7.74 -20.22
H -10.04 -6.66 -21.28
H -7.43 -8.78 -21.82
H -7.85 -7.20 -22.25
H -7.99 -8.58 -23.39
C -27.17 -5.70 -25.03
O -25.83 -5.08 -24.88
C -25.01 -5.99 -24.18
C -23.99 -5.25 -23.31
N -23.01 -6.17 -22.72
C -22.18 -6.80 -23.74
C -20.93 -7.21 -22.97
O -20.49 -6.27 -21.99
C -19.32 -6.79 -21.33
H -27.72 -5.65 -24.09
H -27.12 -6.69 -25.49
H -27.84 -5.15 -25.69
H -24.50 -6.67 -24.87
H -25.57 -6.60 -23.47
H -24.51 -4.65 -22.56
H -23.55 -4.48 -23.96
H -22.33 -5.80 -22.07
H -21.79 -6.10 -24.48
H -22.66 -7.66 -24.22
H -20.10 -7.19 -23.69
H -21.01 -8.26 -22.66
H -19.21 -6.07 -20.51
H -18.39 -6.79 -21.90
H -19.66 -7.77 -20.98
C -13.27 -1.78 -22.34
O -14.09 -1.84 -23.51
C -15.25 -2.60 -23.21
C -15.93 -3.04 -24.53
N -15.10 -3.38 -25.65
C -14.81 -4.81 -25.59
C -13.94 -5.39 -26.71
O -12.57 -5.12 -26.77
C -11.64 -5.31 -25.72
H -13.84 -1.31 -21.54
H -12.43 -1.14 -22.59
H -12.94 -2.78 -22.06
H -15.90 -2.18 -22.45
H -14.88 -3.59 -22.91
H -16.61 -2.19 -24.68
H -16.65 -3.82 -24.25
H -14.20 -2.94 -25.45
H -15.81 -5.23 -25.67
H -14.51 -5.15 -24.59
H -14.44 -5.13 -27.65
H -14.12 -6.47 -26.72
H -10.66 -5.65 -26.05
H -12.03 -5.87 -24.87
H -11.68 -4.29 -25.33
C -7.03 0.50 -19.49
O -6.87 -0.47 -18.49
C -7.80 -0.41 -17.45
C -9.30 -0.72 -17.77
N -10.04 -1.13 -16.56
C -11.48 -1.14 -16.74
C -11.95 -2.24 -17.60
O -11.72 -3.50 -16.91
C -11.55 -4.62 -17.74
H -6.25 0.42 -20.25
H -7.09 1.54 -19.16
H -7.99 0.19 -19.92
H -7.60 0.47 -16.84
H -7.45 -1.23 -16.82
H -9.43 -1.45 -18.58
H -9.73 0.21 -18.15
H -9.67 -1.95 -16.11
H -11.90 -0.22 -17.15
H -11.96 -1.23 -15.76
H -11.52 -2.35 -18.59
H -13.04 -2.21 -17.47
H -11.40 -5.60 -17.28
H -10.71 -4.53 -18.44
H -12.53 -4.78 -18.21
C -16.40 -2.77 -14.95
C -17.75 -2.38 -15.55
C -17.53 -1.08 -16.35
O -18.71 -0.81 -17.06
C -18.89 0.53 -17.39
N -18.08 -3.45 -16.49
H -16.08 -2.12 -14.14
H -15.58 -2.92 -15.65
H -16.45 -3.72 -14.41
H -18.46 -2.24 -14.74
H -16.64 -1.22 -16.97
H -17.37 -0.40 -15.52
H -18.72 1.26 -16.59
H -19.95 0.59 -17.67
H -18.23 0.85 -18.20
H -17.48 -3.52 -17.31
H -17.83 -4.30 -16.00

Computed properties:
net charge = +1
ΔE to the lowest compared entry with this formula, charge and spin = 571.3 kJ/mol
highest occupied orbital energy = -10.06 eV
molar mass = 956.4 g/mol
spin multiplicity = 1
calculated total energy = -3153.70802 Eh
Kohn-Sham gap = 5.96 eV
LUMO level = -4.1 eV


Computed, not measured: 2 unconnected molecules or ions with the total composition C4H13NOSi, with ωB97M-V/def2-TZVPD.

Atoms and positions in Å:
C -1.40 2.04 -1.10
C 2.52 -0.60 0.89
C -1.88 1.18 -0.03
C 1.34 0.04 0.06
N -0.56 -2.36 -0.40
O -0.53 -1.13 1.93
Si -0.29 -0.82 0.36
H -0.51 2.55 -0.84
H -1.30 1.66 -2.17
H -2.00 2.87 -1.21
H 2.57 -1.70 0.85
H 3.51 -0.27 0.55
H 2.21 -0.32 1.90
H -2.78 0.62 -0.27
H -2.00 1.67 0.88
H 1.82 0.21 -0.86
H 1.37 0.98 0.50
H -0.32 -2.42 -1.34
H -1.33 -2.81 -0.06
H -0.09 -0.37 2.40

Computed properties:
net charge = 0
ΔE to the lowest compared entry with this formula, charge and spin = 151.6 kJ/mol
highest occupied orbital energy = -7.58 eV
molar mass = 119.2 g/mol
spin multiplicity = 1
calculated total energy = -579.67507 Eh
Kohn-Sham gap = 8.24 eV
LUMO level = 0.7 eV